No. 1
DFT (the ωB97M-V functional and the def2-TZVPD basis) results for C4H8OS as an isolated structure in a non-equilibrium geometry.

As for the molecular weight: 104.2 g mol⁻¹. The value obtained for the total energy is -17155.6874 eV. Its spin multiplicity is 1. The calculation puts the orbital gap at 8.963 eV. The charge is 0. The LUMO energy comes out at 0.19 eV.

Geometry (Å):
S (-1.806, -0.466, -0.050)
O (1.466, -1.273, -0.089)
C (-0.621, 0.885, 0.279)
C (0.635, 0.632, 0.978)
C (0.338, 0.901, -0.973)
C (1.519, 0.110, -0.182)
H (-0.817, -1.546, 0.369)
H (2.521, 0.317, -0.560)
H (0.872, 1.906, -1.305)
H (2.602, -1.554, 0.399)
H (1.224, 1.454, 1.651)
H (0.570, -0.110, 1.664)
H (0.014, 0.218, -1.858)
H (-1.056, 1.786, 0.537)

No. 2
DFT (the ωB97M-V functional and the def2-TZVPD basis) results for a 2-piece molecular cluster, C4H8OS overall in a non-equilibrium geometry.

As for the molecular weight: 104.2 g mol⁻¹. The value obtained for the total energy is -17156.1457 eV. Its spin multiplicity is 1. The calculation puts the orbital gap at 8.243 eV. The charge is 0. The LUMO energy comes out at -1.19 eV.

Geometry (Å):
S (1.589, -1.388, 0.435)
O (-1.101, 0.476, 1.404)
C (1.424, 1.410, -0.039)
C (0.768, 0.170, -0.242)
C (-1.670, -0.825, -0.501)
C (-0.651, -0.054, 0.351)
H (-1.449, -1.975, -0.628)
H (0.801, -0.006, -1.324)
H (-2.741, -0.950, 0.060)
H (2.456, 1.601, -0.315)
H (0.820, 2.014, -0.614)
H (0.030, -1.605, 1.772)
H (-1.880, -0.428, -1.477)
H (1.602, 1.560, 1.117)

No. 3
DFT (the ωB97M-V functional and the def2-TZVPD basis) results for the molecule C4H8OS in a non-equilibrium geometry.

As for the molecular weight: 104.2 g mol⁻¹. The value obtained for the total energy is -17157.6553 eV. Its spin multiplicity is 1. The calculation puts the orbital gap at 10.005 eV. The charge is 0. The LUMO energy comes out at 0.62 eV.

Geometry (Å):
S (-2.309, -0.029, -0.399)
O (-2.312, 0.248, 1.039)
C (-0.663, -0.641, -0.798)
C (1.389, -1.151, 0.633)
C (0.748, 1.121, 0.320)
C (0.560, -0.280, 0.173)
H (0.914, 1.639, -0.748)
H (2.276, -0.756, 1.321)
H (-0.147, 1.568, 0.684)
H (-0.217, -0.367, -1.729)
H (-2.139, 1.213, -1.091)
H (1.632, 1.367, 0.882)
H (1.117, -2.178, 0.422)
H (-0.850, -1.753, -0.708)

No. 4
DFT (the ωB97M-V functional and the def2-TZVPD basis) results for a 2-piece molecular cluster, C4H8OS overall in a non-equilibrium geometry.

As for the molecular weight: 104.2 g mol⁻¹. The value obtained for the total energy is -17156.7080 eV. Its spin multiplicity is 1. The calculation puts the orbital gap at 8.869 eV. The charge is 0. The LUMO energy comes out at 0.50 eV.

Geometry (Å):
S (-1.952, -0.350, -0.637)
O (-1.093, 0.775, 1.712)
C (0.327, -1.056, 0.822)
C (0.365, -2.232, 0.229)
C (-0.684, -0.044, 0.641)
C (0.503, 1.193, -0.596)
H (0.714, 0.534, -1.455)
H (1.226, -2.763, 0.361)
H (-1.028, 1.737, 1.651)
H (1.189, -0.779, 1.428)
H (0.064, 2.205, -0.931)
H (-0.440, -2.633, -0.202)
H (-2.399, 0.946, -0.800)
H (1.338, 1.468, -0.081)

No. 5
DFT (the ωB97M-V functional and the def2-TZVPD basis) results for the molecule C4H8OS in a non-equilibrium geometry.

As for the molecular weight: 104.2 g mol⁻¹. The value obtained for the total energy is -17158.7847 eV. Its spin multiplicity is 1. The calculation puts the orbital gap at 9.676 eV. As for the structure (SMILES): C=C[C@](C)(O)S. The charge is 0. The LUMO energy comes out at 0.78 eV.

Geometry (Å):
S (1.345, 1.824, -0.165)
O (-1.280, 1.514, 0.048)
C (-0.441, -0.001, -1.426)
C (0.352, -1.072, -1.808)
C (-0.231, 0.636, -0.071)
C (-0.010, -0.323, 1.083)
H (-1.254, 2.034, 0.883)
H (2.035, 0.806, 0.258)
H (0.806, -1.659, -1.045)
H (0.801, -0.955, 0.865)
H (0.287, 0.264, 1.925)
H (0.531, -1.421, -2.803)
H (-1.002, 0.609, -2.068)
H (-1.057, -0.798, 1.332)

No. 6
DFT (the ωB97M-V functional and the def2-TZVPD basis) results for the molecule C4H8OS in a non-equilibrium geometry.

As for the molecular weight: 104.2 g mol⁻¹. The value obtained for the total energy is -17158.9109 eV. Its spin multiplicity is 1. The calculation puts the orbital gap at 9.804 eV. As for the structure (SMILES): C=COCCS. The charge is 0. The LUMO energy comes out at 0.89 eV.

Geometry (Å):
S (-1.022, 1.808, -2.116)
O (0.535, -0.142, -0.178)
C (1.303, -0.424, 0.910)
C (2.364, -1.243, 0.937)
C (-0.833, 0.089, 0.143)
C (-1.574, 0.361, -1.178)
H (-1.330, -0.559, -1.730)
H (-2.625, 0.439, -0.868)
H (-0.824, 0.979, 0.775)
H (-1.318, -0.774, 0.644)
H (2.840, -1.561, 1.891)
H (2.851, -1.700, 0.094)
H (-1.322, 2.698, -1.142)
H (0.952, 0.028, 1.817)

No. 7
DFT (the ωB97M-V functional and the def2-TZVPD basis) results for C4H8OS as an isolated structure in a non-equilibrium geometry.

As for the molecular weight: 104.2 g mol⁻¹. The value obtained for the total energy is -17152.2463 eV. The expectation value of S² is 2.01. Its spin multiplicity is 3. The calculation puts the orbital gap (alpha / beta) at 4.435 / 4.804 eV. The charge is 0. The LUMO energy (alpha / beta) comes out at 0.58 / -3.36 eV.

Geometry (Å):
S (2.033, 0.034, -0.360)
O (-1.818, 0.897, -0.234)
C (0.251, -0.128, -0.337)
C (-0.203, -1.566, -0.210)
C (-0.560, 1.035, -0.785)
C (1.301, 0.362, 1.254)
H (1.162, 1.394, 1.441)
H (-1.269, -1.638, -0.073)
H (0.337, -1.980, 0.518)
H (-1.800, 0.930, 0.737)
H (1.255, -0.478, 1.864)
H (-0.040, 1.995, -0.703)
H (-0.556, 1.196, -1.859)
H (-0.092, -2.054, -1.254)

No. 8
DFT (the ωB97M-V functional and the def2-TZVPD basis) results for the molecule C4H8OS2 in a non-equilibrium geometry.

As for the molecular weight: 136.2 g mol⁻¹. The value obtained for the total energy is -27992.0280 eV. Its spin multiplicity is 1. The calculation puts the orbital gap at 9.382 eV. As for the structure (SMILES): CO[C@@H]1CSCS1. The charge is 0. The LUMO energy comes out at 0.70 eV.

Geometry (Å):
S (-1.125, -0.891, -1.090)
S (1.884, -0.921, -1.432)
O (-0.100, 0.741, 0.676)
C (1.262, -1.369, 0.318)
C (-1.122, 1.453, 1.250)
C (-0.214, -0.762, 0.395)
C (0.233, -0.084, -2.002)
H (-0.458, 2.235, 1.584)
H (0.265, -0.149, -3.261)
H (0.268, 1.006, -1.876)
H (-1.738, 0.933, 1.929)
H (-0.634, -0.983, 1.486)
H (1.563, -2.531, 0.646)
H (1.883, -0.452, 0.921)
H (-1.966, 1.774, 0.456)